{
  "formula": "C28H50F7NO10P",
  "method": "wB97M-V/def2-TZVPD",
  "energy_ha": -2944.1113,
  "multiplicity": 1,
  "lumo_ev": -5.075,
  "total_charge": 1,
  "gap_ev": 5.3816,
  "symbols": ["P", "F", "F", "F", "F", "F", "F", "F", "O", "O", "O", "O", "O", "O", "O", "O", "O", "O", "N", "C", "C", "C", "C", "C", "C", "C", "C", "C", "C", "C", "C", "C", "C", "C", "C", "C", "C", "C", "C", "C", "C", "C", "C", "C", "C", "C", "C", "H", "H", "H", "H", "H", "H", "H", "H", "H", "H", "H", "H", "H", "H", "H", "H", "H", "H", "H", "H", "H", "H", "H", "H", "H", "H", "H", "H", "H", "H", "H", "H", "H", "H", "H", "H", "H", "H", "H", "H", "H", "H", "H", "H", "H", "H", "H", "H", "H", "H"],
  "xyz": [[2.579, 2.936, 2.215], [2.304, 5.793, 4.434], [0.755, 4.378, 3.803], [3.782, 5.195, 2.534], [2.151, 5.226, 1.057], [-0.082, 6.948, 3.933], [-0.083, 6.206, 1.910], [1.456, 7.582, 2.551], [-1.952, 2.201, 3.509], [3.235, 2.487, 3.528], [-1.540, 0.580, 2.040], [3.527, 2.673, 1.011], [-0.763, 2.339, -0.829], [-5.435, -1.201, 4.307], [2.907, -1.083, -0.024], [3.301, 3.270, -1.172], [2.743, -3.127, -5.155], [-5.131, -3.613, 0.452], [2.704, 2.755, -0.388], [1.567, 5.396, 3.391], [-6.198, -1.392, 3.110], [0.161, 2.059, -1.878], [1.694, -3.271, -7.267], [-1.133, 1.374, 2.836], [-6.128, -0.076, 2.346], [-0.638, 1.443, -3.016], [1.004, 2.188, 1.899], [-2.110, 2.200, -1.315], [3.761, -3.392, -6.126], [-4.264, -5.745, 0.992], [0.350, 1.523, 3.132], [5.706, 2.438, 3.512], [3.440, -1.400, -2.309], [3.049, -3.977, -7.338], [-5.493, -4.507, -0.604], [4.204, -0.543, -0.245], [1.452, -3.225, -5.764], [-1.995, 2.127, -2.834], [-4.534, -5.687, -0.512], [0.684, 6.581, 2.929], [4.736, -1.172, -1.525], [2.514, 4.807, 2.295], [-4.678, 0.001, 4.214], [4.453, 1.625, 3.632], [-4.747, 0.438, 2.756], [2.470, -1.788, -1.201], [-4.235, -4.266, 1.355], [-3.610, -5.469, -1.053], [4.493, -4.072, -5.689], [-5.090, -6.244, 1.503], [-0.737, 0.366, -2.865], [-6.530, -4.825, -0.461], [-5.424, -3.973, -1.552], [-6.905, 0.609, 2.692], [0.354, 2.956, 1.467], [0.901, -3.789, -7.802], [0.627, 3.004, -2.187], [6.541, 1.737, 3.477], [-1.972, 3.131, -3.263], [-4.557, -4.075, 2.379], [-4.622, 1.512, 2.633], [-4.957, -6.604, -0.918], [-5.752, -2.200, 2.527], [-3.972, -0.063, 2.177], [5.454, -0.537, -2.042], [4.379, 0.830, 2.896], [-6.245, -0.214, 1.273], [2.920, -5.054, -7.220], [-3.233, -3.842, 1.222], [0.851, -2.370, -5.452], [-1.483, 3.025, 3.701], [5.847, 3.079, 4.379], [-3.659, -0.198, 4.553], [0.962, -4.139, -5.413], [4.827, -0.743, 0.629], [5.741, 3.028, 2.601], [1.774, -2.260, -7.671], [-0.182, 1.610, -3.990], [0.540, 2.048, 4.060], [2.501, -2.861, -0.998], [-3.342, -6.260, 1.254], [-5.119, 0.755, 4.877], [3.588, -3.798, -8.266], [5.220, -2.124, -1.305], [-2.540, 1.288, -0.894], [0.728, 0.506, 3.221], [1.438, -1.507, -1.411], [4.103, 0.541, -0.375], [-7.215, -1.677, 3.379], [1.136, 1.442, 1.115], [4.359, 1.178, 4.618], [-2.694, 3.051, -0.968], [4.267, -2.454, -6.377], [3.119, -0.468, -2.783], [3.514, -2.158, -3.084], [0.929, 1.387, -1.487], [-2.820, 1.583, -3.286]],
  "atomic_forces_ev_per_a": [[0.110, -0.404, -0.131], [-0.214, -0.143, -0.151], [-0.017, 0.197, -0.065], [-0.249, 0.087, -0.171], [0.072, -0.104, 0.095], [-0.235, 0.205, 0.315], [-0.224, -0.103, -0.088], [0.203, 0.223, -0.054], [-0.168, 0.358, -0.256], [0.188, -0.146, 0.179], [0.083, 0.068, 0.349], [0.754, 0.421, 0.802], [0.116, 0.083, 0.131], [-0.023, -0.055, 0.021], [-0.122, 0.090, 0.097], [0.177, -0.261, 0.445], [0.019, 0.027, 0.047], [0.031, -0.015, 0.036], [-0.689, 0.204, -1.641], [0.425, 0.066, 0.053], [0.031, 0.018, -0.044], [-0.063, 0.041, 0.007], [0.059, 0.011, 0.016], [0.033, -0.283, -0.414], [0.015, 0.062, 0.112], [-0.153, -0.022, 0.086], [-0.385, 0.048, 0.236], [-0.039, -0.085, -0.078], [-0.025, 0.004, -0.048], [-0.048, 0.012, -0.043], [0.050, -0.222, -0.304], [0.179, -0.044, 0.047], [0.065, 0.052, 0.086], [-0.052, 0.004, 0.035], [-0.018, -0.004, 0.012], [-0.005, 0.041, -0.164], [0.012, -0.040, -0.038], [0.056, 0.018, 0.045], [0.029, 0.031, 0.045], [0.071, -0.353, -0.087], [-0.152, -0.134, 0.013], [0.170, -0.019, 0.327], [-0.038, 0.060, -0.028], [-0.057, -0.115, 0.280], [-0.124, -0.070, -0.058], [0.057, -0.044, -0.056], [0.035, -0.007, -0.064], [0.004, 0.007, -0.002], [0.000, -0.006, 0.022], [-0.007, 0.000, 0.005], [0.012, -0.008, 0.007], [0.006, -0.023, -0.008], [-0.011, 0.022, -0.003], [-0.006, -0.008, 0.006], [-0.004, 0.014, -0.098], [-0.001, -0.025, -0.009], [0.045, -0.051, -0.092], [0.055, 0.003, 0.034], [-0.004, 0.007, 0.003], [-0.009, 0.031, 0.006], [-0.003, 0.023, 0.003], [-0.014, -0.018, 0.011], [-0.040, -0.006, -0.046], [0.019, -0.008, -0.022], [0.000, 0.019, -0.001], [-0.116, 0.091, -0.205], [0.030, -0.019, -0.019], [0.001, -0.007, 0.008], [0.018, -0.031, 0.030], [0.004, 0.013, 0.016], [-0.104, -0.116, 0.407], [-0.044, 0.096, -0.043], [0.001, -0.010, 0.004], [-0.008, 0.000, -0.013], [-0.002, 0.045, 0.009], [-0.062, 0.033, -0.062], [0.001, 0.008, 0.004], [-0.015, 0.036, -0.010], [-0.011, 0.092, 0.083], [0.009, -0.005, -0.006], [0.018, -0.005, -0.013], [0.021, 0.013, -0.013], [-0.004, 0.017, -0.019], [-0.004, -0.015, -0.007], [0.011, -0.013, -0.011], [0.138, 0.033, 0.094], [-0.018, 0.013, 0.025], [0.191, 0.049, 0.071], [0.004, -0.003, 0.055], [0.059, -0.009, -0.031], [-0.096, 0.040, 0.013], [0.016, 0.029, 0.014], [0.001, -0.007, -0.014], [-0.002, 0.004, -0.012], [-0.025, -0.001, -0.028], [0.015, -0.079, -0.068], [-0.004, -0.027, -0.007]]
}

{
  "formula": "C28H52Cl2O6",
  "method": "wB97M-V/def2-TZVPD",
  "energy_ha": -2469.8895,
  "multiplicity": 1,
  "smiles": "CCCCCCCCCCCCCCCCCCCC[C@@]1(/C(Cl)=C(\\C)Cl)OC(=O)O[C@H]1O.OCCO",
  "lumo_ev": 0.245,
  "gap_ev": 9.6840,
  "symbols": ["Cl", "Cl", "O", "O", "O", "O", "O", "O", "C", "C", "C", "C", "C", "C", "C", "C", "C", "C", "C", "C", "C", "C", "C", "C", "C", "C", "C", "C", "C", "C", "C", "C", "C", "C", "C", "C", "H", "H", "H", "H", "H", "H", "H", "H", "H", "H", "H", "H", "H", "H", "H", "H", "H", "H", "H", "H", "H", "H", "H", "H", "H", "H", "H", "H", "H", "H", "H", "H", "H", "H", "H", "H", "H", "H", "H", "H", "H", "H", "H", "H", "H", "H", "H", "H", "H", "H", "H", "H"],
  "xyz": [[1.879, -1.912, 6.756], [0.634, 0.885, 7.013], [-1.815, 0.205, 4.278], [2.329, -3.786, -0.956], [-2.756, 1.857, 5.509], [5.078, -4.445, -0.959], [-0.618, 2.005, 4.807], [-1.051, 0.982, 2.244], [1.907, 5.313, -0.966], [2.892, 3.031, 2.041], [-0.894, -1.454, -3.146], [1.610, 2.221, 2.312], [0.314, 1.013, 4.300], [1.317, -1.073, 5.352], [-4.611, -3.710, 1.384], [-0.218, 3.802, -2.423], [2.635, 4.326, 1.271], [0.718, 4.711, -3.218], [-2.836, -3.573, -0.926], [-1.725, 0.950, -3.436], [2.880, -4.640, -1.943], [-1.513, 3.480, -3.175], [-1.836, 1.393, 4.939], [-2.177, 2.195, -2.664], [2.379, 4.071, -0.212], [1.997, 5.180, -2.495], [-3.822, -4.740, -0.881], [4.342, -4.330, -2.176], [-4.860, -4.725, 0.269], [1.587, -1.804, 4.061], [-2.014, -3.569, -2.217], [-0.788, -2.635, -2.177], [-1.832, -0.355, -2.643], [0.756, 0.124, 5.472], [-0.688, 0.282, 3.377], [1.560, 1.732, 3.760], [1.724, 2.590, 4.419], [-3.618, -3.832, 1.820], [0.693, -2.315, 3.701], [3.008, -3.683, -0.277], [-2.144, -3.626, -0.079], [-2.860, -0.726, -2.716], [-0.440, -0.714, 3.046], [3.498, 4.992, 1.368], [-5.341, -3.845, 2.185], [-4.899, -5.721, 0.717], [2.768, -5.690, -1.640], [-0.716, -2.214, -1.168], [1.656, 3.256, -0.334], [-1.947, 2.062, -1.601], [-1.616, -0.152, -1.588], [-0.685, 1.093, -3.756], [-1.017, 1.931, 2.414], [0.096, -1.030, -3.340], [-4.359, -4.749, -1.835], [-3.378, -2.625, -0.846], [0.884, 5.552, -0.663], [3.401, 3.252, 2.984], [2.293, 6.149, -2.903], [1.018, 4.145, -4.106], [0.753, 2.865, 2.093], [1.948, -1.126, 3.285], [1.779, 4.853, 1.712], [3.583, 2.417, 1.454], [5.139, -5.377, -0.726], [-4.710, -2.683, 1.029], [0.294, 2.856, -2.205], [2.310, -4.490, -2.862], [-3.246, -5.668, -0.831], [2.343, -2.566, 4.227], [-5.853, -4.551, -0.153], [1.542, 1.375, 1.626], [4.454, -3.292, -2.488], [2.405, 1.063, 3.936], [3.314, 3.724, -0.668], [-2.664, -3.284, -3.052], [-1.688, -4.597, -2.411], [0.123, -3.198, -2.373], [-2.320, 0.881, -4.352], [2.521, 6.159, -0.641], [4.758, -4.977, -2.954], [0.153, 5.570, -3.596], [-3.262, 2.299, -2.744], [2.811, 4.492, -2.739], [-0.485, 4.260, -1.467], [-1.297, 3.382, -4.245], [-1.276, -1.819, -4.107], [-2.208, 4.320, -3.084]],
  "atomic_forces_ev_per_a": [[-0.027, -0.108, 0.053], [-0.051, 0.018, 0.122], [0.136, 0.256, -0.130], [0.053, 0.030, -0.010], [-0.390, 0.121, 0.314], [-0.039, -0.005, -0.006], [0.053, -0.207, -0.150], [0.212, -0.077, -0.160], [0.127, 0.021, 0.026], [0.032, -0.061, -0.019], [-0.118, -0.035, -0.108], [-0.074, 0.056, -0.030], [-0.065, 0.139, 0.049], [0.156, -0.218, -0.204], [-0.076, -0.089, 0.008], [-0.015, -0.114, -0.241], [0.001, -0.086, -0.069], [0.001, -0.175, -0.045], [-0.038, 0.004, -0.154], [0.095, 0.058, 0.062], [-0.027, 0.009, 0.083], [-0.012, 0.044, 0.024], [0.344, -0.118, -0.304], [-0.151, 0.034, -0.175], [-0.046, 0.039, -0.046], [-0.113, 0.052, 0.042], [-0.057, 0.129, 0.062], [0.037, 0.012, 0.018], [0.030, 0.020, -0.018], [-0.050, 0.050, 0.070], [0.085, -0.062, 0.135], [-0.415, 0.204, -0.063], [-0.020, -0.017, -0.285], [0.009, 0.180, 0.047], [-0.093, 0.115, 0.068], [0.034, -0.049, -0.145], [-0.081, -0.090, 0.088], [-0.022, 0.053, 0.002], [0.022, -0.032, 0.001], [-0.017, -0.031, 0.008], [-0.088, 0.031, 0.038], [-0.016, 0.044, 0.298], [0.011, -0.162, 0.228], [-0.044, 0.015, 0.004], [0.030, 0.002, -0.020], [-0.042, 0.011, -0.032], [-0.003, -0.013, -0.043], [0.272, -0.142, 0.003], [0.022, 0.050, 0.000], [-0.034, 0.075, 0.002], [-0.024, -0.039, -0.011], [-0.017, -0.022, 0.084], [-0.092, 0.023, 0.049], [-0.012, 0.013, 0.091], [0.052, -0.135, 0.009], [0.108, 0.010, 0.060], [0.036, 0.107, 0.022], [-0.066, 0.017, 0.001], [-0.018, -0.068, -0.097], [-0.031, 0.150, -0.059], [-0.007, 0.020, 0.039], [-0.084, -0.019, -0.017], [0.048, -0.009, 0.024], [0.071, 0.026, 0.107], [0.019, 0.013, 0.002], [0.081, -0.022, 0.021], [0.028, 0.075, 0.065], [-0.005, -0.012, -0.006], [0.007, 0.022, -0.098], [0.046, 0.070, -0.010], [0.014, 0.034, 0.066], [-0.088, 0.027, 0.012], [0.004, -0.003, -0.023], [0.031, 0.052, -0.093], [-0.044, -0.052, 0.044], [-0.001, -0.095, 0.007], [-0.022, 0.040, -0.050], [0.031, 0.026, 0.080], [0.140, -0.031, -0.058], [0.007, -0.048, -0.036], [-0.015, 0.000, -0.010], [-0.015, 0.022, 0.159], [0.006, -0.105, 0.111], [0.014, 0.018, 0.075], [0.039, -0.113, 0.049], [-0.040, -0.049, 0.033], [0.180, 0.044, -0.040], [0.084, 0.036, 0.001]]
}